This record from the Open Molecules 2025 dataset describes a single C8H13BO3 molecule at a distorted geometry. The level of theory is ωB97M-V/def2-TZVPD.

Multiplicity: 1
Kohn-Sham gap, eV: 9.1
Structure (SMILES): C[C@H]1C=CC=C[C@@]1(C)OB(O)O
LUMO level, eV: 0.31
Total energy, eV: -15327.6504
Molecular weight, g mol⁻¹: 168.0
Total charge: 0
HOMO energy, eV: -8.83
Relative energy (zero: lowest compared OMol25 entry of this formula, charge and spin), kcal/mol: 0.0

Positions of all 25 atoms, in Å:
B -2.338 0.077 0.511
C 1.126 -2.034 0.518
C 0.506 -2.086 -0.737
C 1.425 -0.837 1.048
C -0.180 -1.025 -1.225
C 1.185 0.396 0.297
C -0.056 0.363 -0.606
C 1.124 1.640 1.251
C 0.101 1.339 -1.836
O -2.082 -1.285 0.688
O -3.443 0.644 1.028
O -1.298 0.899 0.006
H 1.182 -2.970 1.146
H 0.556 -2.974 -1.380
H 2.041 -0.803 1.890
H -0.574 -1.123 -2.124
H 2.000 0.542 -0.502
H 1.348 2.510 0.622
H 1.864 1.678 1.991
H 0.152 1.729 1.759
H 0.236 2.357 -1.442
H -0.754 1.236 -2.496
H 0.962 1.120 -2.463
H -1.043 -1.368 0.604
H -4.039 -0.025 1.449

This record from the Open Molecules 2025 dataset describes 6 unconnected molecules or ions with the total composition C48H84F5I2N2O7. The level of theory is ωB97M-V/def2-TZVPD.

Multiplicity: 1
Kohn-Sham gap, eV: 6.4
LUMO level, eV: -4.18
Total energy, eV: -98232.2962
Molecular weight, g mol⁻¹: 1150.0
Total charge: +1
HOMO energy, eV: -10.62

Positions of all 148 atoms, in Å:
C 11.694 -1.019 1.592
C 11.235 0.315 2.108
O 11.956 1.103 2.649
O 9.897 0.583 1.952
C 9.493 0.814 0.594
C 9.366 2.296 0.326
C 8.201 2.944 1.098
C 7.184 3.666 0.199
C 5.810 3.726 0.851
C 4.816 4.634 0.140
C 3.564 4.933 0.986
C 2.217 4.531 0.325
C 1.638 3.315 0.970
N 0.970 3.526 2.088
N 0.498 2.463 2.709
C 0.621 1.186 2.357
C -0.029 0.185 3.253
C -1.559 0.258 3.194
C -2.214 0.068 1.813
C -3.088 -1.161 1.633
F -3.150 -1.441 0.300
F -4.354 -0.933 2.057
C -2.586 -2.461 2.319
F -3.060 -3.540 1.709
F -2.966 -2.498 3.604
F -1.238 -2.506 2.276
C 1.335 0.914 1.181
C 1.579 -0.483 0.755
I 0.411 -1.128 -0.859
C 2.493 -1.275 1.309
C 2.848 -2.673 0.940
I 3.663 -0.521 2.891
C 1.831 1.996 0.462
C 2.567 1.782 -0.808
C 3.821 1.185 -0.806
C 4.481 0.973 -2.004
C 3.892 1.339 -3.203
C 2.638 1.934 -3.208
C 1.977 2.157 -2.013
H 10.937 -1.788 1.730
H 11.901 -0.951 0.522
H 12.607 -1.304 2.104
H 10.210 0.346 -0.083
H 8.523 0.332 0.454
H 10.303 2.759 0.643
H 9.298 2.468 -0.751
H 8.614 3.649 1.817
H 7.677 2.163 1.655
H 7.548 4.676 0.001
H 7.135 3.133 -0.753
H 5.426 2.703 0.921
H 5.926 4.070 1.883
H 4.541 4.237 -0.839
H 5.329 5.577 -0.062
H 3.660 4.403 1.937
H 3.512 5.987 1.247
H 1.500 5.346 0.393
H 2.382 4.338 -0.731
H -0.021 2.677 3.557
H 0.358 -0.800 3.013
H 0.248 0.422 4.282
H -1.821 1.246 3.576
H -1.944 -0.439 3.933
H -1.477 0.034 1.012
H -2.859 0.923 1.618
H 3.915 -2.726 0.717
H 2.309 -3.006 0.059
H 2.659 -3.359 1.765
H 4.280 0.882 0.126
H 5.457 0.506 -2.010
H 4.400 1.159 -4.140
H 2.153 2.218 -4.131
H 0.998 2.620 -2.008
C 13.969 -0.865 -4.169
C 12.566 -1.162 -3.669
O 12.236 -0.505 -2.456
C 12.265 0.911 -2.493
C 11.282 1.523 -3.477
H 14.704 -1.073 -3.391
H 14.193 -1.488 -5.036
H 14.085 0.176 -4.473
H 12.472 -2.225 -3.447
H 11.826 -0.932 -4.444
H 13.280 1.276 -2.683
H 11.999 1.224 -1.481
H 11.545 1.302 -4.512
H 11.269 2.608 -3.365
H 10.275 1.139 -3.298
C -5.179 -3.410 -1.357
C -5.537 -2.064 -1.964
O -6.233 -2.145 -3.192
C -7.481 -2.815 -3.145
C -8.492 -2.175 -2.210
H -4.640 -4.025 -2.080
H -4.552 -3.268 -0.481
H -6.065 -3.966 -1.043
H -4.624 -1.512 -2.195
H -6.097 -1.460 -1.241
H -7.340 -3.872 -2.888
H -7.856 -2.788 -4.168
H -8.184 -2.248 -1.166
H -9.458 -2.670 -2.307
H -8.619 -1.118 -2.448
C -0.554 1.342 7.938
C -0.963 2.614 7.218
O -1.724 2.390 6.036
C -2.966 1.717 6.228
C -3.951 2.428 7.134
H -0.036 0.662 7.259
H 0.115 1.582 8.764
H -1.411 0.811 8.353
H -0.075 3.153 6.885
H -1.502 3.283 7.895
H -2.790 0.696 6.584
H -3.389 1.634 5.225
H -3.605 2.464 8.168
H -4.906 1.903 7.125
H -4.112 3.453 6.798
C -9.098 2.022 -6.405
C -10.007 1.956 -5.188
O -11.304 1.462 -5.462
C -11.366 0.142 -5.972
C -10.790 -0.907 -5.036
H -9.578 2.583 -7.208
H -8.162 2.517 -6.143
H -8.852 1.031 -6.787
H -10.167 2.960 -4.794
H -9.532 1.373 -4.390
H -10.882 0.085 -6.954
H -12.427 -0.049 -6.131
H -9.712 -0.790 -4.908
H -10.970 -1.905 -5.436
H -11.254 -0.835 -4.051
C -12.278 -7.353 0.399
C -12.130 -6.261 -0.647
O -11.792 -4.992 -0.114
C -10.565 -4.923 0.584
C -9.351 -5.262 -0.266
H -12.981 -7.045 1.173
H -12.650 -8.266 -0.067
H -11.329 -7.591 0.881
H -13.082 -6.106 -1.155
H -11.407 -6.562 -1.414
H -10.592 -5.553 1.481
H -10.494 -3.890 0.927
H -9.343 -6.310 -0.570
H -8.435 -5.075 0.297
H -9.342 -4.651 -1.167

This record from the Open Molecules 2025 dataset describes a single C7H7N molecule at a distorted geometry. The level of theory is ωB97M-V/def2-TZVPD.

Multiplicity: 1
Kohn-Sham gap, eV: 7.9
LUMO level, eV: -0.33
Total energy, eV: -8857.8114
Molecular weight, g mol⁻¹: 105.1
Total charge: 0
HOMO energy, eV: -8.24
Relative energy (zero: lowest compared OMol25 entry of this formula, charge and spin), kcal/mol: 87.9

Positions of all 15 atoms, in Å:
C -1.909 -0.498 -0.900
C -0.636 -1.187 -0.826
C -1.774 0.690 -0.274
C 0.237 -0.354 -0.134
C 1.598 -0.808 0.117
C -0.060 2.042 0.766
C 2.379 -0.162 1.055
N -0.400 0.872 0.180
H -2.716 -1.010 -1.429
H -0.400 -2.125 -1.381
H -2.451 1.440 -0.233
H 1.709 -1.759 -0.371
H -0.893 2.641 0.661
H 3.468 -0.455 1.316
H 1.847 0.673 1.454

This record from the Open Molecules 2025 dataset describes a gas-phase ion, C5H12N (charge +1) at a distorted geometry. The level of theory is ωB97M-V/def2-TZVPD.

Multiplicity: 1
Kohn-Sham gap, eV: 10.6
Structure (SMILES): C=C([NH3+])CCC
LUMO level, eV: -3.80
Total energy, eV: -6861.0046
Molecular weight, g mol⁻¹: 86.2
Total charge: +1
HOMO energy, eV: -14.37
Relative energy (zero: lowest compared OMol25 entry of this formula, charge and spin), kcal/mol: 58.9

Positions of all 18 atoms, in Å:
C 0.124 -1.302 -1.755
C 1.304 -0.735 -1.032
C 1.039 0.258 0.163
C -0.397 0.532 0.601
C -1.407 0.762 -0.217
N -0.662 0.608 2.081
H 0.226 -2.230 -2.304
H -0.917 -1.542 -1.323
H -0.205 -0.479 -2.374
H 1.966 -1.481 -0.633
H 1.903 -0.110 -1.719
H 1.478 1.237 -0.043
H 1.465 -0.276 1.008
H -2.449 0.730 0.150
H -1.370 1.180 -1.207
H -0.876 1.573 2.351
H -1.204 -0.142 2.504
H 0.274 0.549 2.497

This record from the Open Molecules 2025 dataset describes a molecular structure, C30H20Cl5N4NiO3S. The level of theory is ωB97M-V/def2-TZVPD.

Multiplicity: 3
Kohn-Sham gap (spin up / spin down), eV: 6.8 / 6.8
LUMO level (spin up / spin down), eV: 2.00 / 1.96
Total energy, eV: -158023.5673
Molecular weight, g mol⁻¹: 752.5
Total charge: -1
HOMO energy (spin up / spin down), eV: -4.81 / -4.82
Relative energy (zero: lowest compared OMol25 entry of this formula, charge and spin), kcal/mol: 36.1
<S²>: 2.03

Positions of all 64 atoms, in Å:
Ni 0.029 -0.594 1.646
C -4.696 -3.755 -2.279
C -3.257 -3.506 -1.917
C -2.533 -2.494 -2.539
C -1.223 -2.228 -2.182
C -0.615 -3.007 -1.212
C -1.304 -4.039 -0.596
C -2.626 -4.276 -0.945
S 1.075 -2.695 -0.786
O 1.447 -3.725 0.166
O 1.857 -2.640 -2.000
N 0.968 -1.271 -0.072
C 2.043 -0.451 0.144
C 3.266 -0.380 -0.535
C 4.186 0.551 -0.104
C 3.901 1.396 0.967
C 2.673 1.268 1.581
N 1.777 0.363 1.190
H -5.049 -3.020 -3.001
H -5.334 -3.687 -1.396
H -4.828 -4.751 -2.708
H -3.010 -1.889 -3.301
H -0.676 -1.421 -2.648
H -0.801 -4.637 0.152
H -3.176 -5.072 -0.453
H 3.449 -1.032 -1.375
H 5.134 0.638 -0.620
H 4.598 2.154 1.294
H 2.376 1.913 2.400
C 0.248 -1.917 4.108
C -0.112 -2.315 2.736
C -1.397 -1.868 2.474
C -2.421 0.177 3.819
C -1.955 -1.236 3.731
C -0.781 -1.303 4.702
N -3.949 0.632 0.022
N -4.303 0.814 -1.078
C -3.791 1.866 -1.953
C -4.720 2.440 -2.803
C -4.361 3.499 -3.617
C -3.053 3.962 -3.575
C -2.109 3.364 -2.757
C -2.456 2.286 -1.941
H 1.214 -2.101 4.557
H 0.451 -3.024 2.141
H -2.030 -2.205 1.663
H -2.772 -1.847 4.143
H -0.810 -0.867 5.687
H -5.733 2.055 -2.788
H -5.091 3.961 -4.269
H -2.754 4.795 -4.198
H -1.091 3.726 -2.744
Cl 3.183 4.608 0.549
C 1.801 3.675 0.064
C 0.650 3.587 0.844
Cl 0.706 4.356 2.449
C -0.501 2.931 0.474
Cl -1.926 1.077 2.477
C -0.417 2.294 -0.740
O -1.569 1.597 -1.197
C 0.719 2.254 -1.543
Cl 0.752 1.353 -3.027
C 1.838 2.983 -1.147
Cl 3.238 3.050 -2.161

This record from the Open Molecules 2025 dataset describes a molecular structure, C29H40N2O2STeTi at a distorted geometry. The level of theory is ωB97M-V/def2-TZVPD.

Multiplicity: 1
Kohn-Sham gap (spin up / spin down), eV: 4.4 / 4.4
LUMO level (spin up / spin down), eV: 4.06 / 4.06
Total energy, eV: -79047.4133
Molecular weight, g mol⁻¹: 656.2
Total charge: -2
HOMO energy (spin up / spin down), eV: -0.37 / -0.37
Relative energy (zero: lowest compared OMol25 entry of this formula, charge and spin), kcal/mol: 22.6

Positions of all 76 atoms, in Å:
Ti 2.873 0.106 -0.678
C -2.611 -3.979 2.392
C -2.066 -2.592 2.763
C -3.157 -1.564 2.447
C -1.796 -2.536 4.274
C -0.770 -2.343 1.997
C -0.630 -1.285 1.104
C 0.559 -1.107 0.401
N 0.875 -0.174 -0.527
C 0.117 0.812 -1.074
C -1.269 0.912 -1.181
C -1.854 2.037 -1.749
C -1.027 3.055 -2.213
C 0.368 2.972 -2.189
C 0.956 1.823 -1.653
O 2.250 1.566 -1.631
C 1.272 4.085 -2.704
C 0.500 5.305 -3.221
C 2.123 3.528 -3.853
C 2.185 4.545 -1.559
C -3.370 2.206 -1.850
C -4.148 1.003 -1.307
C -3.761 2.391 -3.324
C -3.803 3.436 -1.038
C 1.699 -1.948 0.670
O 2.798 -1.606 0.031
C 1.553 -3.019 1.551
C 0.306 -3.198 2.172
C 2.666 -4.007 1.901
C 2.919 -3.984 3.419
C 3.998 -3.704 1.208
C 2.231 -5.418 1.467
H -3.558 -4.175 2.901
H -1.904 -4.759 2.663
H -2.774 -4.033 1.317
H -4.056 -1.789 3.025
H -3.415 -1.587 1.391
H -2.829 -0.559 2.705
H -2.713 -2.720 4.837
H -1.414 -1.554 4.543
H -1.055 -3.275 4.565
H -1.422 -0.569 0.971
H -1.876 0.088 -0.840
H -1.486 3.946 -2.615
H -0.140 5.037 -4.060
H 1.208 6.063 -3.560
H -0.116 5.742 -2.436
H 1.479 3.204 -4.671
H 2.694 2.673 -3.497
H 2.812 4.286 -4.226
H 1.591 4.935 -0.734
H 2.869 5.325 -1.896
H 2.772 3.704 -1.191
H -3.890 0.097 -1.849
H -5.221 1.173 -1.418
H -3.939 0.851 -0.252
H -3.439 1.524 -3.898
H -3.278 3.269 -3.743
H -4.842 2.502 -3.432
H -3.510 3.310 0.002
H -4.886 3.570 -1.081
H -3.328 4.338 -1.415
H 0.198 -4.038 2.846
H 3.194 -2.977 3.728
H 3.733 -4.661 3.684
H 2.033 -4.282 3.976
H 4.342 -2.700 1.446
H 3.894 -3.770 0.128
H 4.756 -4.423 1.534
H 1.303 -5.712 1.953
H 3.001 -6.152 1.712
H 2.068 -5.430 0.391
Te 5.016 -0.223 -2.192
S 5.413 3.364 1.275
C 4.630 2.045 0.821
N 4.097 1.023 0.546